1.
6
Properties=species:S:1:pos:R:3:forces:R:3 method="wB97M-V/def2-TZVPD" gap_ev=9.404 smiles="N#CC(=O)C#N" homo_ev=-12.12 energy_ev=-8132.462 lumo_ev=-2.72 relative_energy_kcal_mol=96.8
N 2.4097 -0.6520 -0.0691 -7.18 2.49 2.75
C 1.2895 -0.2459 0.2686 7.00 -2.59 -3.96
C -0.0037 0.3938 -0.1317 1.64 2.44 3.08
O -0.0727 1.6115 0.0210 -0.46 -2.43 -1.32
C -1.1225 -0.5154 -0.2284 -15.01 -0.21 3.31
N -2.5004 -0.5921 0.1396 14.01 0.31 -3.86

=====

2.
13
Properties=species:S:1:pos:R:3:forces:R:3 method="wB97M-V/def2-TZVPD" gap_ev=7.953 smiles="O=C([O-])O[N+]([O-])=C=[N+]([O-])OC(=O)[O-]" homo_ev=-1.55 energy_ev=-22464.695 charge=-2 lumo_ev=6.41 relative_energy_kcal_mol=0.0
O -2.3534 0.4782 0.7291 -0.45 -1.24 0.91
C -2.0562 1.6365 0.6903 -0.48 0.89 -1.58
O -2.4732 2.7174 1.0587 0.18 0.24 0.70
O -0.9422 1.9187 -0.3734 0.31 0.68 0.91
N -0.4177 0.8541 -0.9835 0.12 -0.55 -2.29
O -0.2918 1.0050 -2.2725 -0.01 -0.03 0.58
C -0.1435 -0.2166 -0.3823 0.20 -0.24 0.31
N 0.3564 -1.3958 -0.6040 -0.86 0.35 0.41
O -0.2913 -2.4497 -0.6500 -0.12 -0.20 -0.46
O 1.6891 -1.4990 -0.5004 0.83 0.28 -1.09
C 2.1735 -1.0790 0.9261 0.32 0.28 -0.42
O 1.3188 -1.4038 1.6956 -0.15 -0.17 1.96
O 3.2629 -0.5418 0.8681 0.11 -0.30 0.06

=====

3.
8
Properties=species:S:1:pos:R:3:forces:R:3 method="wB97M-V/def2-TZVPD" gap_ev=7.974 homo_ev=-4.88 energy_ev=-21578.718 charge=-1 lumo_ev=3.09 relative_energy_kcal_mol=51.2
C 0.1430 0.7571 -1.7230 0.27 0.04 0.66
C 0.6167 -2.1440 0.3960 0.05 -0.01 -0.39
C -0.4733 0.9162 0.7385 0.10 0.03 -0.42
N 0.3038 0.8809 -0.5597 0.20 0.16 0.38
O 0.1165 0.6498 -2.8906 -0.23 -0.13 -1.32
O -0.8214 2.0262 1.0698 -0.28 1.09 0.25
O -0.6042 -0.1883 1.2416 -0.14 -1.01 0.50
S 0.7189 -2.8978 1.7275 0.03 -0.18 0.34

=====

4.
7
Properties=species:S:1:pos:R:3:forces:R:3 method="wB97M-V/def2-TZVPD" gap_ev=12.144 homo_ev=-11.71 energy_ev=-11300.530 lumo_ev=0.43 relative_energy_kcal_mol=8.0
C 0.0187 -1.6329 -1.2373 1.53 -2.16 0.51
C -1.0548 0.0015 -2.5539 -1.65 2.72 -0.13
C 0.6437 1.0744 2.4975 0.17 -0.41 -0.72
O 0.6817 1.6389 3.4837 -0.04 1.25 2.19
O 0.6814 -2.5123 -1.5398 -1.11 1.50 0.28
O -1.6072 0.9251 -2.1543 1.23 -2.06 -0.65
O 0.6366 0.5053 1.5040 -0.13 -0.85 -1.48

=====

5.
8
Properties=species:S:1:pos:R:3:forces:R:3 method="wB97M-V/def2-TZVPD" gap_ev=8.680 homo_ev=-10.00 energy_ev=-22130.170 lumo_ev=-1.32 relative_energy_kcal_mol=129.1
C 1.4459 -0.4287 -0.8986 1.98 0.59 -2.98
C 0.1030 -0.5128 0.7709 -2.75 0.16 -3.57
C 0.4104 0.2153 1.7944 -0.55 -0.01 1.05
O 0.6770 0.6110 2.8444 0.32 0.43 -0.23
O -1.4818 -1.1480 -1.3450 2.05 2.58 2.02
O -1.2260 1.2595 -0.7586 -0.39 2.24 -0.47
O 0.9196 0.0663 -1.8345 1.17 -0.95 1.61
S -0.8481 -0.0626 -0.5729 -1.83 -5.03 2.57

=====

6.
165
Properties=species:S:1:pos:R:3:forces:R:3 method="wB97M-V/def2-TZVPD" gap_ev=7.649 homo_ev=-5.69 energy_ev=-156423.784 charge=-1 lumo_ev=1.96
C -4.6418 1.3208 -6.0772 0.01 0.38 0.08
C -3.7073 0.8930 -6.6948 0.54 -0.71 0.33
C -2.4773 0.1903 -7.1247 -0.20 0.46 0.37
C -1.3303 0.4049 -6.1019 -0.62 0.50 0.07
C -1.6866 -0.0587 -4.6667 0.52 -0.28 -0.66
B -0.8504 -1.3664 -4.1009 -1.18 1.88 1.55
F -1.7101 -1.9770 -3.1459 0.43 -0.74 -0.54
O 0.3049 -0.8005 -3.2956 0.48 -0.63 -1.19
C 1.3872 -0.8678 -4.1245 0.21 0.77 1.04
F 2.4770 -0.8750 -3.2457 0.49 -0.41 -0.61
C 1.1860 -2.1547 -5.0099 -1.25 0.32 0.97
Br 1.7211 -1.9757 -6.9517 0.58 0.23 -0.02
B 2.0099 -3.4471 -4.5830 0.51 -0.16 0.09
O 3.3489 -3.2720 -4.2665 -0.44 0.30 0.16
O 1.4991 -4.7387 -4.5461 -0.06 0.44 -0.46
C 1.9831 -5.4801 -5.6654 0.31 -0.28 -0.25
O -0.1826 -2.2446 -5.0469 0.15 -1.13 -0.31
H -5.3317 1.7667 -5.4064 -0.27 0.03 -0.17
H -2.6857 -0.8828 -7.1338 -0.07 0.05 -0.37
H -2.2003 0.5661 -8.1124 0.13 -0.36 -0.06
H -1.1037 1.4788 -6.0784 0.05 -0.10 -0.19
H -0.4513 -0.1018 -6.5105 -0.06 -0.04 0.14
H -2.7646 -0.1940 -4.5270 0.08 -0.07 -0.29
H -1.4243 0.7699 -3.9994 -0.06 -0.19 0.12
H 1.5327 0.0395 -4.7291 -0.03 -0.14 -0.17
H 3.5352 -3.7152 -3.4329 0.27 -0.29 -0.19
H 1.4315 -5.2221 -6.5753 -0.14 -0.10 0.17
H 1.9084 -6.5513 -5.4700 -0.22 0.11 0.11
H 3.0398 -5.2686 -5.8763 -0.08 0.05 0.17
C -8.4069 6.3227 -3.8922 -0.18 -0.01 0.10
C -8.2104 6.0042 -5.3707 0.25 0.09 0.24
C -7.2406 4.8386 -5.6255 -0.10 -0.07 -0.28
O -5.8745 5.1705 -5.4844 -0.11 -0.09 0.17
C -5.3826 5.1395 -4.1565 0.22 0.15 -0.13
N -7.7916 7.2246 -6.0676 0.00 -0.12 -0.14
H -7.5504 6.8431 -3.4642 0.05 -0.03 -0.06
H -9.2744 6.9705 -3.7589 0.03 0.02 -0.05
H -8.5785 5.4122 -3.3140 0.04 0.00 0.00
H -9.1843 5.7041 -5.7697 0.04 -0.04 -0.07
H -7.3566 4.5270 -6.6674 0.06 0.03 -0.01
H -7.4925 3.9669 -5.0074 -0.01 0.06 0.10
H -5.8548 4.3507 -3.5642 -0.06 0.03 0.00
H -5.5205 6.1077 -3.6678 -0.07 -0.07 0.14
H -4.3120 4.9421 -4.2021 -0.03 -0.06 -0.08
H -7.7524 7.0359 -7.0655 -0.09 0.05 0.00
H -6.8218 7.3990 -5.8159 -0.03 0.05 0.06
C -1.4864 -1.5962 1.5920 -0.05 -0.21 0.15
C -0.4989 -1.6109 0.4293 -0.12 0.39 0.21
C 0.9648 -1.4017 0.8666 -0.01 -0.28 -0.38
O 1.2949 -0.0572 1.1759 0.11 -0.18 0.38
C 0.9536 0.3463 2.4861 0.01 0.26 -0.20
N -0.9105 -0.6263 -0.5640 0.45 0.02 0.04
H -1.6656 -0.5911 1.9762 0.08 0.02 -0.02
H -2.4514 -1.9910 1.2716 0.04 0.01 -0.07
H -1.1318 -2.2193 2.4190 -0.05 0.04 0.04
H -0.5622 -2.6015 -0.0339 0.12 0.02 -0.07
H 1.6072 -1.6742 0.0250 -0.02 0.13 -0.05
H 1.2403 -2.0662 1.6998 -0.07 0.11 0.13
H 1.0663 -0.4692 3.2075 -0.08 -0.03 -0.01
H -0.0670 0.7369 2.5205 -0.04 -0.10 0.16
H 1.6265 1.1590 2.7709 0.04 -0.03 -0.03
H -0.2945 -0.7151 -1.3765 -0.45 -0.02 -0.12
H -0.6918 0.2952 -0.1908 -0.07 -0.02 0.06
C 3.1852 2.7304 0.5471 -0.05 -0.08 -0.07
C 4.5101 2.4611 -0.1544 -0.18 0.15 0.21
C 5.4684 1.5909 0.6714 0.13 -0.11 -0.38
O 6.1220 2.2771 1.7299 -0.08 -0.20 0.13
C 5.3582 2.3842 2.9173 0.20 0.25 0.02
N 5.1238 3.7408 -0.5283 0.29 -0.12 -0.08
H 3.2779 3.4603 1.3467 0.10 -0.01 0.00
H 2.4565 3.1259 -0.1628 0.05 -0.02 -0.04
H 2.7726 1.8120 0.9682 0.01 0.01 -0.10
H 4.2883 1.9109 -1.0734 0.11 -0.05 0.01
H 6.2687 1.2478 0.0086 0.06 0.07 0.04
H 4.9650 0.6920 1.0486 -0.10 0.07 0.06
H 4.7354 1.4996 3.0797 -0.06 0.02 -0.05
H 4.7327 3.2793 2.9006 -0.19 -0.12 0.05
H 6.0541 2.4780 3.7537 0.05 -0.04 -0.05
H 5.9632 3.5574 -1.0752 -0.06 0.03 -0.10
H 5.4792 4.1660 0.3245 -0.11 0.05 0.01
C 11.8266 3.3905 -2.6020 0.17 0.11 -0.04
C 10.5513 3.4624 -3.4358 0.04 -0.20 0.31
C 9.3649 4.0959 -2.6905 -0.15 0.08 -0.29
O 8.7388 3.2440 -1.7512 0.08 0.19 0.11
C 9.3620 3.1903 -0.4793 -0.22 -0.27 0.05
N 10.2331 2.1203 -3.9314 -0.16 0.14 -0.05
H 11.7837 2.6042 -1.8485 -0.08 0.00 0.00
H 12.6825 3.1739 -3.2422 -0.05 -0.04 -0.02
H 12.0196 4.3395 -2.0965 -0.02 -0.02 0.02
H 10.7642 4.1000 -4.2994 -0.10 0.02 -0.01
H 8.5926 4.3306 -3.4283 -0.03 -0.06 0.03
H 9.6489 5.0464 -2.2201 0.10 -0.05 0.07
H 9.7932 4.1553 -0.1970 0.05 0.00 -0.05
H 10.1314 2.4146 -0.4558 0.12 0.11 0.07
H 8.5991 2.9221 0.2532 -0.05 0.04 -0.05
H 9.4399 2.1811 -4.5641 0.08 -0.02 -0.09
H 9.8751 1.5825 -3.1461 0.09 -0.04 0.00
C 3.6147 5.7836 4.3571 0.15 0.10 -0.04
C 2.3341 5.8518 3.5306 0.02 -0.20 0.31
C 1.1517 6.4828 4.2840 -0.11 0.09 -0.30
O 0.5334 5.6294 5.2295 0.10 0.19 0.11
C 1.1665 5.5774 6.4934 -0.15 -0.23 -0.03
N 2.0156 4.5088 3.0366 -0.25 0.27 0.22
H 3.5790 4.9970 5.1114 -0.07 0.00 -0.01
H 4.4678 5.5697 3.7122 -0.04 -0.03 -0.02
H 3.8083 6.7333 4.8610 -0.01 -0.02 0.02
H 2.5405 6.4894 2.6655 -0.10 0.01 -0.01
H 0.3737 6.7158 3.5521 -0.04 -0.07 0.03
H 1.4378 7.4339 4.7525 0.09 -0.05 0.07
H 1.5979 6.5433 6.7724 0.06 0.00 -0.04
H 1.9387 4.8045 6.5115 0.11 0.10 0.08
H 0.4114 5.3081 7.2323 -0.04 0.03 -0.05
H 1.2184 4.5688 2.4080 0.12 -0.06 -0.14
H 1.6624 3.9711 3.8252 0.08 -0.04 0.00
C 0.1252 -5.8257 0.3795 0.00 0.10 -0.15
C 0.2721 -5.2465 1.7826 -0.06 -0.39 -0.18
C 1.4949 -5.7818 2.5435 -0.02 0.32 0.17
O 1.3367 -7.0901 3.0689 0.19 0.00 -0.14
C 1.5876 -8.1359 2.1490 -0.17 -0.11 0.19
N -0.9705 -5.4751 2.5257 0.10 0.03 0.28
H -0.2377 -6.8541 0.3922 0.01 0.00 0.07
H -0.5921 -5.2402 -0.1961 -0.01 0.00 0.04
H 1.0768 -5.8038 -0.1563 -0.01 -0.01 0.00
H 0.4071 -4.1674 1.6718 0.04 0.01 0.10
H 1.6576 -5.1387 3.4135 -0.03 -0.07 0.05
H 2.4044 -5.7179 1.9325 -0.04 -0.08 -0.09
H 2.3868 -7.8784 1.4485 -0.04 0.04 -0.05
H 0.6803 -8.3978 1.5995 0.09 0.00 -0.16
H 1.8953 -9.0135 2.7195 0.03 0.05 0.04
H -0.9037 -5.0065 3.4261 -0.09 0.12 -0.06
H -0.9998 -6.4627 2.7695 -0.08 -0.02 -0.13
C -4.2226 1.2381 3.1991 0.08 0.08 -0.12
C -4.7721 -0.1770 3.3422 0.01 0.25 0.24
C -6.3027 -0.2341 3.4664 0.04 -0.32 -0.15
O -6.8060 0.1219 4.7446 -0.09 0.16 -0.16
C -6.9511 1.5116 4.9616 0.02 -0.13 0.24
N -4.1121 -0.8321 4.4777 -0.19 -0.12 -0.05
H -4.2413 1.7872 4.1415 -0.05 -0.05 0.03
H -3.1843 1.2055 2.8678 -0.01 -0.05 0.03
H -4.7898 1.8068 2.4591 0.00 0.00 0.01
H -4.5023 -0.7201 2.4322 -0.06 -0.07 0.02
H -6.6131 -1.2708 3.3116 -0.01 0.00 0.09
H -6.7893 0.3597 2.6821 0.05 0.11 0.04
H -7.2454 2.0375 4.0488 0.07 0.00 -0.03
H -6.0291 1.9429 5.3593 -0.01 0.14 -0.11
H -7.7322 1.6516 5.7100 -0.02 -0.06 -0.03
H -4.4109 -1.8033 4.5120 0.15 -0.04 -0.07
H -4.5012 -0.4276 5.3258 0.08 0.05 0.00
C -5.5387 -7.4430 4.8618 -0.16 -0.04 0.13
C -5.5921 -7.5980 3.3452 0.31 0.14 0.15
C -4.8055 -8.8135 2.8252 -0.23 0.04 -0.23
O -3.4049 -8.6298 2.7905 0.02 -0.24 0.10
C -2.7348 -8.8623 4.0144 0.15 0.23 -0.17
N -5.1449 -6.3462 2.7263 0.00 -0.24 -0.12
H -4.5772 -7.0609 5.2043 0.03 -0.02 -0.07
H -6.3002 -6.7368 5.1941 0.03 0.03 -0.05
H -5.7268 -8.3964 5.3617 0.03 0.00 0.00
H -6.6403 -7.7545 3.0716 0.03 -0.05 -0.08
H -5.1017 -8.9856 1.7868 0.07 0.04 -0.02
H -5.0628 -9.7255 3.3810 0.03 0.04 0.12
H -3.1973 -9.6716 4.5874 -0.06 0.04 0.02
H -2.7032 -7.9477 4.6118 -0.01 -0.11 0.18
H -1.7065 -9.1425 3.7823 -0.03 -0.02 -0.05
H -5.2694 -6.4100 1.7197 -0.09 0.10 0.01
H -4.1349 -6.2857 2.8398 -0.02 0.12 0.05

=====

Repeat the third record exactly.
8
Properties=species:S:1:pos:R:3:forces:R:3 method="wB97M-V/def2-TZVPD" gap_ev=7.974 homo_ev=-4.88 energy_ev=-21578.718 charge=-1 lumo_ev=3.09 relative_energy_kcal_mol=51.2
C 0.1430 0.7571 -1.7230 0.27 0.04 0.66
C 0.6167 -2.1440 0.3960 0.05 -0.01 -0.39
C -0.4733 0.9162 0.7385 0.10 0.03 -0.42
N 0.3038 0.8809 -0.5597 0.20 0.16 0.38
O 0.1165 0.6498 -2.8906 -0.23 -0.13 -1.32
O -0.8214 2.0262 1.0698 -0.28 1.09 0.25
O -0.6042 -0.1883 1.2416 -0.14 -1.01 0.50
S 0.7189 -2.8978 1.7275 0.03 -0.18 0.34